Record 1
ORCA calculation (the ωB97M-V functional and the def2-TZVPD basis) on C33H36BrN3O3PV as an isolated structure.

Geometry as XYZ:
```
78
C33H36BrN3O3PV the ωB97M-V functional and the def2-TZVPD basis
C 2.00 3.95 -0.81
H 2.29 3.61 -1.80
C 1.74 -0.70 2.05
C 2.36 0.46 1.41
H -1.37 1.07 1.27
H 0.84 -3.86 -1.00
H 1.74 5.98 -1.45
H -0.73 0.38 -1.03
C 1.99 3.03 0.24
H -3.97 2.31 0.20
N -1.17 2.33 -0.39
C 1.38 5.76 0.66
N -1.55 -5.67 0.64
Br -7.42 -2.11 3.28
H -1.93 2.75 1.55
H -0.63 -4.15 -3.70
C 4.43 -0.08 -3.64
C -0.49 -2.63 -2.17
C 4.11 0.11 -1.25
H -6.43 -2.25 0.49
H 1.14 6.80 0.82
H 1.99 -2.23 3.54
O -0.02 -2.34 2.13
C -3.11 -2.45 1.34
H 4.17 -1.43 4.34
C -4.28 -2.40 0.56
C -1.19 -3.80 -2.83
H -0.20 2.50 -0.13
C 1.68 3.52 1.51
H -0.65 1.63 -2.31
C 3.62 0.87 1.90
C 2.54 1.11 -2.75
H 1.62 1.66 -2.92
C -1.21 1.26 -1.45
C 2.45 -1.36 3.09
H 2.93 0.87 -4.85
H 4.44 -0.14 -0.25
C -2.67 0.95 -1.78
V -1.22 -2.54 0.63
H -1.29 -4.62 -2.11
H -1.57 3.19 -0.76
C -3.30 -2.43 2.73
C -4.57 -2.34 3.32
H -2.20 -3.51 -3.15
H -3.79 1.00 1.37
N -3.38 0.49 -0.61
H 1.20 5.23 2.72
C 0.45 -1.16 1.72
C -3.34 1.45 0.48
C 4.26 0.24 2.94
C 3.66 -0.91 3.54
H -2.70 0.18 -2.55
P 1.73 1.22 -0.09
H -4.68 -2.34 4.39
C -1.45 -4.51 0.64
H -4.21 -2.45 -0.52
O -0.33 -0.48 0.97
C 1.40 4.87 1.72
H 1.38 -2.17 -1.18
C -5.55 -2.30 1.12
H 5.21 0.61 3.29
C -5.68 -2.26 2.50
C 4.84 -0.36 -2.34
H -0.37 -1.83 -2.92
C -1.93 1.91 0.85
C 0.90 -3.02 -1.70
H 1.54 -3.30 -2.54
H 5.72 -0.96 -2.17
C 3.28 0.66 -3.84
H 5.00 -0.45 -4.48
H 1.68 2.83 2.35
H 4.09 1.74 1.44
C 1.71 5.29 -0.61
C 2.96 0.88 -1.43
H -2.45 -2.51 3.39
H -2.95 -0.39 -0.36
O -1.27 -2.12 -1.10
H -3.18 1.84 -2.18
```

The HOMO-LUMO gap (spin up / spin down) comes out at 4.2 / 5.4 eV. The calculation puts the energy relative to the best compared isomer or geometry (same formula, charge and spin) at 27.0 kJ/mol. The total charge is -1. The electronic energy is -150437.270 eV. The spin multiplicity is 2. Its expectation value of S² is 0.763. Its HOMO energy (spin up / spin down) is -0.0878 / -0.1317 Ha.

---

Record 2
ORCA calculation (the ωB97M-V functional and the def2-TZVPD basis) on one molecule with the formula C17H21FN4O4.

Geometry as XYZ:
```
47
C17H21FN4O4 the ωB97M-V functional and the def2-TZVPD basis
C 2.49 2.85 0.40
H -1.59 -2.35 4.01
C 2.34 -0.69 -3.18
H 1.47 -1.32 0.53
C -1.96 -2.95 3.18
C -1.15 0.14 -0.64
H -3.15 -2.26 -1.08
C 2.90 -0.57 -0.87
N -1.07 2.15 -1.87
N -1.38 -1.26 -0.56
F 3.77 -0.23 0.11
H 2.05 3.06 2.50
C 1.66 2.51 1.64
C 3.24 -0.32 -2.19
H -3.32 -0.88 0.05
N -0.51 0.20 1.64
H -1.21 2.66 -2.74
C 1.13 -1.27 -2.85
H 3.53 2.59 0.57
H -1.21 -3.71 2.92
O -1.68 0.25 -2.95
H 4.18 0.13 -2.42
C -2.71 -1.74 -0.22
H 0.13 3.96 1.19
C -0.51 -2.13 -1.15
H 2.58 -0.51 -4.21
O -0.75 -3.30 -1.32
H -2.88 -3.46 3.48
H 1.75 1.44 1.84
C -1.33 0.78 -1.91
H -0.98 -0.69 1.75
H -3.67 -3.13 1.13
N -0.44 2.18 0.37
H 2.13 2.29 -0.46
C -2.66 -2.73 0.94
H -1.99 -3.56 0.68
C 0.80 -1.49 -1.52
O -2.18 -2.07 2.11
C 0.19 2.91 1.46
C -0.72 0.84 0.46
H 2.42 3.91 0.18
H -0.37 2.76 2.38
H -0.42 0.75 2.48
C -0.62 2.89 -0.82
O -0.41 4.07 -0.90
H 0.42 -1.55 -3.62
C 1.70 -1.14 -0.51
```

The HOMO-LUMO gap comes out at 9.0 eV. The calculation puts the energy relative to the best compared isomer or geometry (same formula, charge and spin) at 0.0 kJ/mol. The total charge is 0. The electronic energy is -34839.696 eV. The SMILES is CCCn1c(N)c(N(CCOC)C(=O)c2cccc(F)c2)c(=O)[nH]c1=O. Its HOMO energy is -0.3129 Ha.